# 1
{"formula": "C10H20BrClIN3O", "method": "ωB97M-V/def2-TZVPD", "symbols": ["C", "C", "C", "O", "N", "C", "N", "C", "C", "Cl", "C", "N", "C", "I", "C", "C", "H", "H", "H", "H", "H", "H", "H", "H", "H", "H", "H", "H", "H", "H", "H", "H", "H", "H", "H", "H", "Br"], "coordinates": [[3.140548, -0.141215, -1.528842], [2.414091, -0.006833, -2.928809], [0.955057, 0.550140, -2.713116], [0.193608, -0.552901, -2.176131], [-1.053736, -0.184415, -1.838100], [-1.399175, -0.088610, -0.571091], [-2.737967, 0.266079, -0.169513], [-3.336091, -1.032765, 0.348672], [-2.261357, -2.169938, 0.470498], [-2.914745, -3.479801, 1.578638], [-0.965631, -1.592008, 1.138555], [-0.441608, -0.365843, 0.452304], [-0.330333, 0.789287, 1.391608], [0.143457, 2.679787, 0.396192], [0.637266, 0.521210, 2.613378], [2.030578, 1.238235, 2.556576], [2.792213, 0.603407, -0.780572], [2.880828, -1.148600, -1.112657], [4.251220, -0.141552, -1.636905], [2.329237, -1.048088, -3.324002], [2.981839, 0.653420, -3.615989], [0.533203, 0.943277, -3.670676], [1.054404, 1.417346, -2.021453], [-1.784783, 0.039754, -2.516929], [-3.230040, 0.410202, -1.059787], [-3.727180, -0.842285, 1.378701], [-4.184629, -1.381195, -0.290075], [-2.068289, -2.698424, -0.493945], [-1.234113, -1.386956, 2.207487], [-0.211966, -2.416890, 1.142194], [-1.355658, 0.942513, 1.828916], [0.115868, 0.914240, 3.522751], [0.834333, -0.558559, 2.813172], [2.660967, 0.767189, 3.360455], [1.986676, 2.318667, 2.827252], [2.591133, 1.062885, 1.608364], [-1.289227, 5.119238, 0.812876]], "atomic_forces_ev_per_a": [[-0.2, -0.9, -0.3], [-0.6, -0.3, 1.2], [2.2, 1.0, -1.0], [0.1, 0.2, -0.6], [-1.3, 0.5, 2.1], [0.3, 1.2, 1.4], [1.6, -2.2, -2.5], [-0.4, -0.8, 1.4], [-0.1, 0.3, 0.4], [0.3, 0.8, -0.7], [-0.4, -1.4, 0.5], [-1.2, -0.7, -1.0], [0.2, -0.2, 1.2], [-0.4, -1.6, 0.4], [0.4, 0.6, 0.0], [0.5, -0.7, 0.9], [0.4, -0.2, -0.6], [0.2, 0.8, -0.2], [-0.9, 0.2, 0.1], [0.2, 0.9, -0.2], [-0.5, -0.4, 0.3], [0.0, -0.7, 0.6], [-0.6, -0.8, -0.1], [0.7, -0.2, -0.5], [-0.1, 0.7, 0.5], [0.3, -0.1, -0.9], [0.7, 0.5, 0.4], [-0.1, 0.6, 0.7], [0.2, 0.1, -0.9], [-0.4, 0.8, 0.0], [0.9, 0.2, -0.5], [0.3, -0.4, -0.7], [-0.4, 0.6, -0.4], [-0.5, 0.4, -0.6], [-0.1, -0.8, -0.6], [-0.6, 0.3, 0.6], [-0.6, 1.6, -0.1]], "lowdin_charge": [-0.1003, -0.1920, -0.1927, -0.0644, 0.1118, -0.3029, 0.1143, -0.1708, -0.6230, 0.6061, -0.1833, -0.0808, -0.6546, 0.8272, -0.2700, -0.1908, 0.0476, 0.0754, 0.0759, 0.1088, 0.1120, 0.1286, 0.0325, 0.1969, 0.1279, 0.1216, 0.1309, 0.1115, 0.1234, 0.1304, 0.0874, 0.1150, 0.0993, 0.0747, 0.0591, 0.0479, -0.6406], "e_homo_ev": -5.817, "e_lumo_ha": -0.0423, "gap_ev": 4.67, "relative_energy_kj_mol": 163.3}

# 2
{"formula": "C10H20BrFN2O3", "method": "ωB97M-V/def2-TZVPD", "symbols": ["N", "C", "C", "Br", "C", "C", "N", "C", "C", "C", "F", "H", "H", "H", "H", "H", "H", "H", "H", "C", "O", "H", "H", "H", "H", "C", "O", "H", "H", "H", "H", "C", "O", "H", "H", "H", "H"], "coordinates": [[4.285456, 2.501285, 0.732792], [3.585072, 2.006843, -0.128659], [2.592995, 1.650954, -1.362730], [3.579091, 0.737554, -2.821774], [1.284150, 0.849685, -0.835939], [0.616031, 1.789229, 0.314326], [0.284850, 2.509174, 1.237732], [1.611691, -0.553134, -0.117914], [1.694053, -1.821521, -1.107221], [2.723793, -2.873969, -0.399741], [4.052186, -2.259051, -0.318470], [2.200339, 2.647528, -1.809352], [0.468542, 0.773493, -1.654916], [0.739827, -0.768960, 0.613778], [2.549355, -0.433380, 0.555331], [1.980717, -1.576598, -2.187701], [0.677471, -2.381922, -1.165688], [2.741110, -3.894188, -0.916931], [2.354723, -2.942370, 0.699847], [-2.951318, 0.299224, 1.041722], [-2.462134, -0.602011, 0.060317], [-2.413425, 0.130782, 1.975491], [-2.786661, 1.327414, 0.709893], [-4.018328, 0.124775, 1.202624], [-2.955499, -0.430093, -0.754917], [0.277377, -1.417213, 3.560220], [1.180392, -2.086594, 2.692028], [-0.136083, -0.552199, 3.039771], [-0.534630, -2.093398, 3.839209], [0.807507, -1.081333, 4.454627], [1.531337, -2.846326, 3.175980], [-4.504509, 2.440144, -2.227744], [-3.817679, 1.219825, -2.465164], [-5.276151, 2.269689, -1.476325], [-3.802198, 3.192470, -1.860299], [-4.971316, 2.785690, -3.153286], [-3.141775, 1.398282, -3.132472]], "atomic_forces_ev_per_a": [[-3.9, -3.0, -4.8], [1.8, 2.4, 2.0], [-0.5, 1.2, 1.6], [-0.6, 0.5, 0.9], [-0.5, 0.6, 1.5], [-0.2, 2.5, 3.0], [1.7, -4.1, -5.3], [-0.9, -0.1, 0.3], [0.5, -0.9, 0.6], [-0.9, 1.4, 0.5], [-2.0, -1.2, -0.4], [1.1, -1.6, 0.9], [1.6, 0.0, 1.2], [1.5, 0.4, -1.2], [-1.4, -0.2, -1.4], [-0.1, -0.3, 1.7], [1.6, 1.1, 0.2], [0.4, 1.6, 0.7], [0.8, -0.2, -1.9], [-0.1, 0.0, -0.3], [0.1, -0.2, -0.2], [0.0, 0.0, -0.1], [-0.1, 0.1, 0.2], [0.0, 0.1, 0.2], [0.1, 0.0, 0.2], [0.0, -0.2, 0.2], [0.2, -0.3, -0.1], [0.1, -0.1, 0.0], [-0.1, 0.2, 0.1], [-0.2, 0.1, 0.0], [-0.1, 0.2, -0.2], [0.1, 0.1, -0.1], [0.3, -0.3, 0.0], [0.1, -0.1, -0.1], [-0.2, 0.1, 0.0], [-0.1, 0.2, 0.1], [-0.2, -0.1, 0.2]], "lowdin_charge": [0.1316, -0.2034, -0.6205, 0.6933, -0.2876, -0.1534, 0.1270, -0.1838, -0.1686, -0.1408, -0.1319, 0.1128, 0.1532, 0.1076, 0.1338, 0.0704, 0.1257, 0.1204, 0.1079, -0.1624, -0.1424, 0.0662, 0.0685, 0.0771, 0.0535, -0.1420, -0.1500, 0.0645, 0.0805, 0.0814, 0.0834, -0.1540, -0.1357, 0.0814, 0.0783, 0.0770, 0.0809], "e_homo_ev": -10.295, "e_lumo_ha": 0.0037, "gap_ev": 10.39, "smiles": "N#C[C@@H](Br)[C@H](C#N)CCCF.CO.CO.CO"}

# 3
{"formula": "C10H20Cl12O", "method": "ωB97M-V/def2-TZVPD", "symbols": ["C", "C", "C", "O", "C", "H", "H", "H", "H", "H", "H", "H", "H", "Cl", "C", "Cl", "H", "H", "Cl", "C", "Cl", "H", "H", "Cl", "C", "Cl", "H", "H", "Cl", "C", "Cl", "H", "H", "Cl", "C", "Cl", "H", "H", "Cl", "C", "Cl", "H", "H"], "coordinates": [[-3.798103, 0.152843, 1.851906], [-2.888245, -1.072065, 1.879212], [-2.051517, -0.947167, 3.135144], [-2.194194, 0.406324, 3.487084], [-3.480422, 0.848672, 3.146327], [-4.827684, -0.082578, 1.582420], [-3.472424, 0.929472, 1.159900], [-2.212656, -0.949039, 1.032728], [-3.446970, -1.999900, 1.756570], [-0.981407, -1.140198, 3.059615], [-2.312531, -1.626580, 3.946544], [-3.523774, 1.933750, 3.052398], [-4.170117, 0.566671, 3.941881], [-1.086962, 2.887427, 1.992220], [0.674260, 3.160438, 2.211235], [1.135884, 3.112601, 3.918271], [1.266387, 2.408655, 1.689395], [0.997610, 4.127648, 1.826463], [4.989620, -3.705260, 0.346780], [3.502692, -2.889311, 0.712100], [2.104827, -3.480544, -0.238022], [3.226644, -2.924533, 1.765980], [3.573543, -1.833525, 0.450544], [-1.647654, -3.013439, -1.292226], [-0.609670, -2.739482, -2.728610], [-1.129170, -1.302133, -3.557680], [0.423286, -2.543000, -2.441369], [-0.735970, -3.647106, -3.318838], [1.087708, -0.495512, 0.971076], [0.820484, 0.237548, -0.598115], [2.026619, -0.280236, -1.823938], [-0.162892, -0.060249, -0.961952], [0.967132, 1.312796, -0.495976], [6.245908, 0.452994, -4.750400], [4.739238, -0.501359, -4.449177], [4.126367, -1.185822, -5.954521], [4.918759, -1.267224, -3.694642], [3.960534, 0.129641, -4.020719], [-1.929680, 2.085598, -0.901098], [-1.284861, 3.457977, -1.800232], [0.437575, 3.922106, -1.390783], [-1.311774, 3.262675, -2.872254], [-1.966402, 4.290429, -1.625244]], "atomic_forces_ev_per_a": [[0.1, 0.7, -0.5], [0.4, -0.2, -1.3], [0.2, -0.1, 0.5], [0.7, 0.8, 0.6], [-1.1, -0.4, 1.1], [-0.1, 0.1, 0.5], [0.1, -0.6, -0.8], [0.0, -0.5, -0.2], [0.2, 0.0, 0.2], [0.1, 0.2, -0.7], [-0.8, 0.0, 0.2], [0.3, 0.0, 0.1], [-0.3, 0.0, 0.3], [1.2, 0.4, 0.2], [0.2, 0.1, 0.0], [0.0, -0.1, 0.0], [-0.5, -0.2, 0.1], [-0.6, 0.0, 0.0], [0.3, -0.2, 0.0], [-1.0, 1.1, -0.1], [0.3, -0.4, 0.2], [0.2, -0.5, -0.1], [0.3, -0.2, -0.1], [0.4, 0.1, 0.0], [-0.1, -0.5, 0.6], [-0.3, 0.4, -0.6], [-0.2, -0.4, 0.2], [0.2, 0.4, -0.2], [0.0, 0.1, 0.3], [0.3, 0.1, -0.4], [-0.1, 0.0, 0.2], [0.2, 0.2, 0.1], [-0.4, -0.2, -0.1], [-0.8, -0.5, 0.4], [0.1, 0.4, 0.3], [0.0, -0.1, 0.2], [0.4, -0.1, -0.5], [0.3, 0.3, -0.4], [0.1, 0.0, -0.6], [0.1, 0.5, -0.4], [-1.2, -0.3, -0.1], [0.2, -0.3, 0.3], [0.5, 0.1, 0.3]], "lowdin_charge": [-0.1651, -0.1539, -0.2116, -0.1753, -0.2550, 0.1161, 0.0555, 0.0722, 0.1120, 0.0926, 0.1142, 0.0959, 0.1178, 0.5416, -1.0058, 0.5190, -0.0084, 0.0185, 0.5485, -1.0702, 0.4708, 0.0330, -0.0191, 0.4910, -1.0274, 0.5289, -0.0414, 0.0326, 0.5831, -1.0022, 0.5208, -0.0299, -0.0369, 0.4686, -1.0226, 0.5030, 0.0277, -0.0119, 0.5426, -0.9265, 0.4971, 0.0295, 0.0307], "e_homo_ev": -9.506, "e_lumo_ha": 0.0109, "gap_ev": 9.80, "relative_energy_kj_mol": 67.8, "smiles": "C1CCOC1.ClCCl.ClCCl.ClCCl.ClCCl.ClCCl.ClCCl"}